# 1
Below is a gas-phase ion, C7H10N3 (charge +1), with properties calculated with the ωB97M-V functional and the def2-TZVPD basis.

Positions of all 20 atoms, in Å:
C 1.94819 0.22299 -1.01534
N 0.49431 -1.57503 -0.36484
H -2.62080 -1.59109 0.86837
H 2.42971 -0.50373 -1.67427
H -2.34746 2.12954 0.28164
H -3.37723 1.01956 -0.62096
H 3.88473 0.67975 -0.11529
H -0.68411 -3.11064 0.28588
C -1.71573 -1.21160 0.42462
N -0.43006 0.54368 -0.43463
H -0.33118 1.52684 -0.67806
C -0.64244 -2.04167 0.12842
N 2.46107 0.20800 1.34596
H -3.29501 0.88350 1.12234
H 1.88553 1.17928 -1.53676
C 2.87069 0.39090 0.18083
C 0.62128 -0.30045 -0.60597
H 3.15528 0.31357 2.08262
C -1.60146 0.13272 0.08943
C -2.70530 1.10389 0.23602

Lowest unoccupied orbital energy (eV): -4.428
SMILES: [H]/N=C/Cc1nccc(C)[nH+]1
HOMO (eV): -13.79
Net charge: +1
Kohn-Sham gap (eV): 9.36

# 2
Below is a molecular structure, C11H12N2PRu, with properties calculated with the ωB97M-V functional and the def2-TZVPD basis.

Positions of all 27 atoms, in Å:
Ru 0.23955 -0.20646 -0.24500
H -4.46614 -3.12788 2.23380
C 0.77198 0.20311 -2.26501
N -5.51083 0.10629 2.97214
P 0.62817 0.26368 1.87755
C -3.55777 -1.21856 1.83281
N -1.49957 -1.23835 0.62191
H -2.61811 -4.37700 1.02748
C 0.81060 1.92997 -0.66126
H 1.78732 1.03375 2.16240
C -2.60972 -3.29643 1.12005
C -4.61876 -0.46754 2.47243
H 2.76612 -0.62528 -1.71932
C -1.54096 -2.57468 0.58342
C 1.98225 0.09416 -1.49960
H 2.82606 1.40339 0.13867
H -2.36759 0.53939 1.27225
C 2.01180 1.20204 -0.56033
H 0.77156 -0.78123 2.85312
H -0.98329 1.59305 -2.07707
C -3.62086 -2.61195 1.77538
C -2.48976 -0.54859 1.22904
H -0.66478 -3.05646 0.14550
H -0.26729 1.16612 2.52486
C -0.02113 1.28181 -1.68865
H 0.47632 -0.42754 -3.09669
H 0.49441 2.79732 -0.06091

Lowest unoccupied orbital energy (alpha / beta) (eV): 0.159 / -2.683
HOMO (alpha / beta) (eV): -4.87 / -8.78
Net charge: 0
Kohn-Sham gap (alpha / beta) (eV): 5.03 / 6.10
<S²>: 8.7767
Spin multiplicity: 6

# 3
Below is C20H20N2O6S in the gas phase, with properties calculated with the ωB97M-V functional and the def2-TZVPD basis.

Positions of all 49 atoms, in Å:
H -0.91125 4.38754 -0.08100
C 0.50175 -2.50643 1.03889
N 1.40565 1.52518 -1.64720
H -3.52225 -1.48144 -1.81576
H -2.15460 2.86358 -0.96586
H 4.39136 -3.19612 2.35570
C 3.41944 -0.58991 -1.41468
S 3.85455 1.00004 -0.59183
C 1.08455 -1.40580 -1.01684
H -3.87106 1.22131 -1.52302
O -1.47412 -1.80575 -1.90558
N 0.35139 2.29691 -1.33002
H 2.07236 -2.79867 2.44429
C 4.52150 -2.11492 2.24782
C 1.80846 -2.40916 1.47414
C 0.65304 2.95112 -0.25902
O 1.90190 2.64706 0.17627
O 4.07551 -1.66460 0.99036
H -2.76432 -1.58510 -3.43439
H 4.00552 -1.60038 3.06367
H 3.05407 -0.35070 -2.40982
C 2.39570 -1.30013 -0.59492
O -4.77530 -0.62899 -0.06622
C -2.24481 1.13532 1.94341
H -5.88596 -2.26689 0.22102
H -3.46620 -0.55758 2.33951
C -3.80598 0.22928 0.36262
C -5.12846 -1.70959 0.77013
C 2.30864 1.74350 -0.73899
C 0.12846 -2.01886 -0.20885
C 2.76925 -1.81096 0.66418
C -0.23510 3.81738 0.56548
C -3.20421 0.19629 1.61554
H -4.26468 -2.35229 0.95878
H -1.77849 1.12189 2.91610
C -2.78159 -1.99646 -2.42859
C -1.86513 2.11886 1.03781
H -3.02320 -3.06171 -2.45491
C -1.27355 -2.19815 -0.64590
H 0.37354 4.49976 1.16359
O -0.93528 3.02871 1.49996
H 4.36081 -1.13501 -1.45474
C -2.44797 2.14138 -0.22292
H -5.55265 -1.36038 1.71658
H 0.79494 -1.00055 -1.97287
O -2.13888 -2.68232 0.04850
H 5.58237 -1.87305 2.28408
C -3.40941 1.20625 -0.54831
H -0.24995 -2.96876 1.66014

Lowest unoccupied orbital energy (eV): 0.595
SMILES: COC(=O)c1ccc(OC)c(CSc2nnc(COc3ccc(OC)cc3)o2)c1
HOMO (eV): -7.85
Net charge: 0
Kohn-Sham gap (eV): 8.45

# 4
Below is a molecular structure, C15H15FeN2O3, with properties calculated with the ωB97M-V functional and the def2-TZVPD basis.

Positions of all 36 atoms, in Å:
O 3.18285 -2.37221 0.23853
H -0.06911 -0.98244 -2.16664
H -2.71111 -1.55504 -0.38039
O 0.58230 -1.59600 2.89251
N -1.51437 1.42893 3.05329
Fe 1.14748 -0.36304 0.31169
C 2.25162 0.93077 0.94934
H -3.50190 0.91543 5.74004
C 2.26408 -1.67933 0.05774
C -0.37450 1.72324 3.70163
H -2.14147 2.39085 1.21814
C -2.07903 -1.07376 0.39072
C -2.69702 0.34078 0.57276
C -2.60297 1.17202 5.19704
H 0.75491 1.41409 -1.68618
C -1.74427 1.45738 0.80502
H -0.38656 -2.31879 -0.08561
H -2.19782 -1.69358 1.28759
C -0.62883 -1.24005 -0.06274
H -3.28627 0.53838 -0.34904
C -0.29047 1.81685 5.09653
H 0.51058 1.92638 3.08876
H -3.52205 0.87512 3.29904
H -0.65637 2.20685 7.70042
C 0.06808 0.88862 -0.98063
H -2.32100 1.75174 7.75156
H -3.46663 0.29359 1.37621
C -2.59230 1.13361 3.80271
H 0.65909 2.05477 5.58142
C -0.19883 -0.47599 -1.20325
C -1.45066 1.62249 5.87267
O 2.93709 1.56325 1.64614
N -1.46494 1.84229 7.21516
H 0.07886 2.49583 0.39019
C -0.52410 1.60039 0.14765
C 0.73996 -0.99414 1.90249

Lowest unoccupied orbital energy (alpha / beta) (eV): 2.636 / 2.620
HOMO (alpha / beta) (eV): 0.29 / -4.06
Net charge: -1
Kohn-Sham gap (alpha / beta) (eV): 2.34 / 6.68
<S²>: 6.0802
Spin multiplicity: 5

# 5
Below is C5H9NO in the gas phase, with properties calculated with the ωB97M-V functional and the def2-TZVPD basis.

Positions of all 16 atoms, in Å:
N 0.43666 0.92219 0.30072
H -0.39940 -2.99370 0.00521
C 0.29284 -1.00443 -0.48592
C 0.34265 2.21398 0.92496
H -1.00801 -2.36452 -1.53581
H 1.21440 2.84137 0.70769
H -0.55784 2.73259 0.57792
H -1.68439 -1.77386 -0.00674
H 0.36634 0.80080 -1.85898
H 0.27588 2.06468 2.00557
H -1.19928 0.55937 -1.01783
C -0.76180 -2.09496 -0.50267
H 1.21102 -1.34218 -0.97808
O 0.94384 -0.66290 1.96607
C 0.63851 -0.31623 0.84939
C -0.11143 0.41779 -0.95148

Lowest unoccupied orbital energy (eV): 0.902
SMILES: C[C@H]1CN(C)C1=O
HOMO (eV): -9.36
Net charge: 0
Kohn-Sham gap (eV): 10.26

# 6
Below is a molecular structure, C2H4N4S, with properties calculated with the ωB97M-V functional and the def2-TZVPD basis.

Positions of all 11 atoms, in Å:
H -1.18304 -2.46013 -0.05193
N -2.76886 -1.12178 -0.05241
N -0.52597 -0.35296 -0.18436
S -3.26453 0.42067 0.05329
H 1.18281 -1.30273 0.61064
N -0.45846 2.00554 -0.15643
C -1.01307 0.92107 0.03974
N 0.89279 -0.50331 -0.03726
C -1.49265 -1.35371 -0.21156
H -1.02776 2.90786 0.06565
H 1.27157 0.37924 0.23532

Lowest unoccupied orbital energy (eV): -0.020
HOMO (eV): -8.11
Net charge: 0
Kohn-Sham gap (eV): 8.09

The calculation returns the following energy values, one per record and in order: -436.76611, -971.78397, -1733.23315, -2179.30755, -325.90290, -695.70527 Ha.